Density functional theory data (the ωB97M-V functional and the def2-TZVPD basis) for the molecule C12H15N.

Positions of all 28 atoms, in Å:
C 3.398 0.057 0.306
C 3.042 -1.215 -0.104
C 1.574 -1.549 -0.408
C 0.631 -0.462 -0.299
C 1.052 0.821 0.051
C 2.430 1.234 0.094
C 0.167 1.981 0.398
C -0.831 1.924 -0.846
N -1.557 0.697 -0.747
C -2.405 0.195 0.446
C -1.977 -0.942 1.028
C -1.484 -1.740 -0.161
C -0.712 -0.585 -0.814
H 4.298 -0.097 0.743
H 3.881 -1.897 -0.259
H 1.176 -2.530 -0.971
H 2.727 2.061 0.705
H -0.335 1.957 1.383
H 0.837 2.774 0.412
H -1.776 2.718 -1.075
H -0.063 1.532 -1.786
H -3.525 -0.003 -0.155
H -2.351 0.917 1.243
H -1.028 -0.499 1.625
H -2.772 -1.597 1.704
H -2.478 -2.037 -0.610
H -1.201 -2.864 0.086
H -0.718 -0.852 -1.989

The value obtained for the LUMO energy is 0.0127 Ha. As for the SMILES: c1ccc2c(c1)CCN1CCC[C@H]21. The value obtained for the HOMO energy is -8.16 eV. For the HOMO-LUMO gap, the calculation gives 0.313 Ha. The total energy is -520.7396 hartree. Its multiplicity is 1.